1.
Density functional theory data (ωB97M-V/def2-TZVPD) for a single C12H18N2O4S molecule at a distorted geometry.

Net charge: 0
Relative energy (zero: lowest compared OMol25 entry of this formula, charge and spin) in kJ/mol: 19.49
Gap between HOMO and LUMO in eV: 9.12
LUMO energy in eV: 0.73
SMILES: CCCCOC(=O)Nc1nc(CC(=O)OCC)cs1
E_tot in Eh: -1276.77555

Cartesian coordinates (Å):
C1 -6.179 1.236 0.631
C2 -5.813 0.817 -0.788
C3 -4.380 0.300 -0.909
C4 -4.160 -0.999 -0.139
H1 -4.884 -1.759 -0.437
H2 -4.220 -0.823 0.939
O1 -2.883 -1.573 -0.439
C5 -1.835 -1.043 0.201
O2 -1.876 -0.161 1.020
N1 -0.679 -1.658 -0.195
C6 0.546 -1.316 0.318
N2 1.644 -1.890 -0.034
C7 2.709 -1.363 0.631
C8 2.399 -0.364 1.500
S1 0.699 -0.054 1.512
H3 3.067 0.194 2.123
C9 4.085 -1.875 0.328
C10 4.825 -0.780 -0.418
O3 4.940 -0.711 -1.611
O4 5.313 0.119 0.442
C11 5.931 1.283 -0.111
C12 4.892 2.334 -0.475
H4 4.293 2.589 0.396
H5 4.237 1.952 -1.254
H6 5.389 3.229 -0.839
H7 6.605 1.645 0.668
H8 6.505 0.993 -0.997
H9 4.003 -2.755 -0.306
H10 4.618 -2.102 1.251
H11 -0.709 -2.393 -0.886
H12 -3.685 1.053 -0.533
H13 -4.149 0.117 -1.961
H14 -5.920 1.679 -1.450
H15 -6.507 0.047 -1.133
H16 -7.157 1.710 0.642
H17 -5.450 1.944 1.017
H18 -6.212 0.378 1.297

***

2.
Density functional theory data (ωB97M-V/def2-TZVPD) for 2 unconnected molecules or ions with the total composition C12H12BrNO4 at a distorted geometry.

Net charge: 0
Gap between HOMO and LUMO in eV: 8.55
LUMO energy in eV: -1.47
SMILES: O=C(Br)C[C@@H]1CNC(=O)C1.O=C1C=CC(=O)C=C1
E_tot in Eh: -3394.14209

Cartesian coordinates (Å):
O1 -1.374 -4.164 1.669
C1 -0.921 -3.375 0.954
Br1 -2.150 -2.295 -0.134
C2 0.600 -3.202 0.838
C3 1.167 -1.945 1.562
C4 0.525 -1.751 2.966
N1 0.862 -0.333 3.292
C5 0.512 0.341 2.027
O2 -0.074 1.350 1.961
C6 1.075 -0.534 0.872
H1 0.898 -3.275 -0.225
H2 1.045 -4.085 1.330
H3 2.252 -2.150 1.570
H4 0.900 -2.509 3.673
H5 -0.580 -1.761 3.025
H6 1.887 -0.362 3.201
H7 0.652 -0.449 -0.136
H8 2.135 -0.232 0.758
C7 -2.036 2.759 -1.770
C8 -0.989 2.413 -1.024
C9 0.344 2.188 -1.631
O3 1.300 1.870 -0.952
C10 0.468 2.363 -3.098
C11 -0.579 2.709 -3.843
C12 -1.914 2.935 -3.236
O4 -2.868 3.252 -3.916
H9 -3.018 2.927 -1.345
H10 -1.057 2.280 0.049
H11 1.449 2.195 -3.522
H12 -0.509 2.841 -4.915

***

3.
Density functional theory data (ωB97M-V/def2-TZVPD) for a single CH3IN4 molecule at a distorted geometry.

Net charge: 0
Relative energy (zero: lowest compared OMol25 entry of this formula, charge and spin) in kJ/mol: 192.94
Gap between HOMO and LUMO in eV: 8.25
LUMO energy in eV: -0.69
SMILES: I[C@@H]1N=NNN1
E_tot in Eh: -556.50485

Cartesian coordinates (Å):
C1 0.336 0.841 -0.060
N1 0.988 0.038 -0.958
N2 0.924 -1.162 -0.726
N3 -0.190 -0.059 0.901
N4 0.142 -1.386 0.290
I1 -1.330 2.279 -1.053
H1 0.932 1.687 0.273
H2 -1.161 -0.174 1.054
H3 -0.641 -2.064 0.281

***

4.
Density functional theory data (ωB97M-V/def2-TZVPD) for a molecular structure, C4H4N2 at a distorted geometry.

Net charge: 0
Relative energy (zero: lowest compared OMol25 entry of this formula, charge and spin) in kJ/mol: 312.95
Gap between HOMO and LUMO in eV: 8.57
LUMO energy in eV: -1.06
E_tot in Eh: -264.20724

Cartesian coordinates (Å):
C1 -0.905 -0.238 -0.167
C2 0.042 1.042 -0.009
C3 1.242 0.305 -0.098
C4 0.958 -0.994 0.043
H1 -2.804 0.491 0.059
H2 -0.091 2.095 0.296
H3 2.123 0.742 0.001
H4 1.864 -1.717 -0.148
N1 -2.176 -0.286 -0.021
N2 -0.253 -1.439 0.045

***

5.
Density functional theory data (ωB97M-V/def2-TZVPD) for a molecular structure, C24H23N6O5RhS.

Net charge: 0
Relative energy (zero: lowest compared OMol25 entry of this formula, charge and spin) in kJ/mol: 330.39
2S+1: 5
Gap between HOMO and LUMO (alpha / beta) in eV: 6.22 / 5.64
LUMO energy (alpha / beta) in eV: -0.03 / -2.70
E_tot in Eh: -2141.70623
<S²>: 6.0574

Cartesian coordinates (Å):
Rh1 -0.183 0.206 0.158
C1 0.776 6.417 0.591
C2 0.243 5.128 1.159
C3 -0.717 4.388 0.475
C4 -1.200 3.198 0.998
C5 -0.716 2.743 2.219
C6 0.234 3.469 2.923
C7 0.708 4.653 2.384
S1 -1.291 1.191 2.839
O1 -1.091 1.170 4.262
O2 -2.617 1.005 2.307
N1 -0.330 0.095 2.134
C8 1.032 -0.001 2.695
C9 1.998 0.863 1.880
O3 2.997 1.354 2.350
O4 1.636 0.964 0.619
H1 0.186 6.748 -0.263
H2 1.811 6.295 0.262
H3 0.764 7.207 1.342
H4 -1.097 4.751 -0.473
H5 -1.978 2.637 0.492
H6 0.598 3.099 3.872
H7 1.459 5.220 2.923
H8 1.384 -1.031 2.593
H9 1.067 0.269 3.746
C10 0.938 3.587 -2.649
C11 0.445 3.674 -3.998
C12 -0.057 2.550 -4.601
C13 -0.079 1.322 -3.948
N2 0.419 1.282 -2.625
C14 0.900 2.418 -1.991
C15 -0.345 -1.120 -3.792
C16 -0.608 -2.390 -4.269
C17 -0.308 -3.515 -3.532
C18 0.316 -3.356 -2.246
C19 0.552 -2.127 -1.761
N3 0.206 -1.004 -2.497
H10 1.346 4.450 -2.143
H11 0.471 4.614 -4.529
H12 -0.448 2.559 -5.609
H13 1.263 2.279 -0.980
H14 -1.043 -2.449 -5.258
H15 -0.510 -4.501 -3.924
H16 0.624 -4.212 -1.663
H17 1.048 -1.939 -0.818
O5 -1.081 0.084 -5.671
C20 -0.555 0.099 -4.551
N4 0.151 0.195 -1.823
C21 -2.199 -2.433 1.310
C22 -2.764 -1.343 0.477
N5 -2.093 -0.428 -0.202
C23 -3.021 0.347 -0.875
C24 -4.262 -0.111 -0.602
N6 -4.078 -1.183 0.242
H18 -1.382 -2.041 1.913
H19 -1.826 -3.238 0.672
H20 -2.957 -2.838 1.978
H21 -2.725 1.161 -1.515
H22 -5.233 0.224 -0.919
H23 -4.805 -1.734 0.663